C38H45BrCoF3IN3O2SSb as an isolated structure in a non-equilibrium geometry, computed with the ωB97M-V functional and the def2-TZVPD basis.

multiplicity	4
ΔE to the lowest compared entry with this formula, charge and spin	0.0	kcal per mole
energy	-189995.566	eV
Kohn-Sham gap (alpha / beta)	4.40 / 7.09	eV

Cartesian coordinates (Å):
Co -0.494 -0.113 -0.199
C -0.304 2.723 3.386
C 0.145 1.707 2.529
N -0.117 1.695 1.241
C -0.818 2.726 0.720
C -1.248 3.822 1.479
C -0.998 3.781 2.861
C -1.941 4.896 0.833
C -2.168 4.877 -0.498
C -1.743 3.771 -1.303
C -1.915 3.715 -2.694
C -1.460 2.615 -3.382
C -0.906 1.552 -2.672
N -0.774 1.564 -1.357
C -1.122 2.678 -0.683
H -0.090 2.655 4.443
H 0.742 0.888 2.906
H -1.356 4.585 3.493
H -2.277 5.730 1.435
H -2.690 5.694 -0.980
H -2.386 4.541 -3.211
H -1.530 2.557 -4.459
H -0.546 0.663 -3.175
F 0.207 -1.257 2.257
C -0.078 -1.629 0.984
F 0.961 -2.384 0.579
F -1.118 -2.503 1.095
C -4.134 -2.783 -0.906
C -3.557 -2.249 -2.212
C -4.048 -0.845 -2.550
Sb -1.365 -2.276 -2.157
C -1.103 -1.836 -4.304
C 0.384 -1.783 -4.650
C -1.877 -2.728 -5.265
C -1.173 -4.456 -1.890
C 0.286 -4.890 -1.822
C -1.959 -5.282 -2.899
H -5.228 -2.768 -0.936
H -3.810 -2.184 -0.054
H -3.820 -3.813 -0.726
H -3.849 -2.920 -3.023
H -3.732 -0.114 -1.802
H -5.141 -0.820 -2.596
H -3.672 -0.516 -3.522
H -1.512 -0.822 -4.366
H 0.845 -2.770 -4.560
H 0.936 -1.100 -3.998
H 0.525 -1.444 -5.682
H -1.440 -3.724 -5.313
H -1.841 -2.306 -6.275
H -2.927 -2.826 -4.988
H -1.621 -4.572 -0.900
H 0.788 -4.753 -2.782
H 0.343 -5.953 -1.568
H 0.837 -4.334 -1.063
H -1.471 -5.280 -3.873
H -2.983 -4.929 -3.026
H -2.007 -6.323 -2.562
Br 6.334 2.013 2.138
C 5.421 1.072 3.503
C 5.915 1.169 4.797
C 5.279 0.506 5.834
C 4.151 -0.257 5.577
C 3.661 -0.357 4.285
C 4.288 0.308 3.237
I 3.464 0.135 1.319
H 6.798 1.765 4.983
H 5.669 0.590 6.840
H 3.649 -0.776 6.383
H 2.784 -0.958 4.079
O -3.761 1.860 0.926
S -3.385 0.457 1.113
N -2.121 -0.010 0.499
C 6.204 -0.463 -5.335
C 5.145 -0.228 -4.293
C 4.512 -1.284 -3.646
C 3.530 -1.091 -2.687
C 2.957 -2.287 -1.979
C 3.116 0.235 -2.371
C 2.011 0.529 -1.528
O 1.140 -0.347 -1.095
C 3.810 1.323 -2.980
C 3.494 2.751 -2.621
C 4.788 1.069 -3.919
H 6.338 -1.527 -5.525
H 7.165 -0.053 -5.014
H 5.941 0.021 -6.278
H 4.800 -2.302 -3.892
H 3.456 -3.197 -2.313
H 1.884 -2.388 -2.151
H 3.081 -2.196 -0.898
H 1.828 1.578 -1.299
H 2.487 3.034 -2.943
H 4.203 3.424 -3.099
H 3.551 2.910 -1.541
H 5.305 1.905 -4.381